Entry 1:
The following is a DFT calculation (ωB97M-V/def2-TZVPD) of a molecular structure, C2H3AlLiO2.

For the HOMO energy (alpha / beta), the calculation gives -18.735 / -19.786 eV. Its expectation value of S² is 0.763. Its net charge is +2. The calculation puts the energy above the lowest of the compared OMol25 structures with the same formula, charge and spin at 0.0 kJ/mol. The LUMO energy (alpha / beta) is -11.46 / -11.63 eV. The value obtained for the HOMO-LUMO gap (alpha / beta) is 7.28 / 8.16 eV. As for the multiplicity: 2.

XYZ file:
```
9
Properties=species:S:1:pos:R:3:forces:R:3:nbo_charge:R:1
H 3.6424 0.3315 -0.1381 0.06 0.09 -0.28 -0.197
O -1.9086 0.8353 -0.3093 0.87 -1.25 0.65 -0.587
C -1.5684 -0.3568 -0.0895 -1.09 1.07 -0.40 0.273
C -0.2134 -0.6533 0.2195 -2.50 -3.28 -0.57 0.158
O 0.6298 0.3338 0.2997 -0.20 2.43 0.72 -1.021
Li -0.5718 2.0010 0.3670 -0.94 0.56 0.10 0.974
Al 2.1116 0.3752 -0.3167 3.74 -0.11 -0.61 1.951
H -2.2851 -1.1876 -0.1727 0.15 0.25 0.01 0.229
H 0.1633 -1.6791 0.1401 -0.08 0.26 0.38 0.220
```
Positions in Å, forces in eV/Å.

---

Entry 2:
The following is a DFT calculation (ωB97M-V/def2-TZVPD) of CH3N5O2 in the gas phase.

For the HOMO energy, the calculation gives -9.317 eV. Its structure (SMILES) is Nn1onn/c1=N\O. The calculation puts the energy above the lowest of the compared OMol25 structures with the same formula, charge and spin at 462.9 kJ/mol. The LUMO energy is 0.07 eV. The value obtained for the HOMO-LUMO gap is 9.38 eV.

XYZ file:
```
11
Properties=species:S:1:pos:R:3:forces:R:3:nbo_charge:R:1
N -1.4944 -1.1916 0.0869 -2.69 -7.72 9.93 -0.517
N -0.9696 -0.2631 -0.3935 6.72 6.90 -5.77 -0.015
O -1.4816 1.1083 0.1597 -5.72 -3.95 0.67 -0.180
N -0.6092 1.9338 0.1531 5.72 0.99 -2.04 0.241
N 0.4858 1.4285 -0.2897 1.42 1.46 0.12 -0.381
C 0.4664 -0.0158 -0.4022 -2.84 3.14 2.58 0.357
N 1.4511 -0.7237 0.0239 -0.30 1.60 -1.23 -0.122
O 2.5789 0.1273 0.1885 0.35 1.06 -1.18 -0.562
H -1.7795 -1.9916 -0.3793 -1.14 -1.11 -1.63 0.385
H -1.1353 -1.4793 1.1435 -0.96 0.50 -2.93 0.301
H 2.4875 1.0671 -0.2909 -0.57 -2.88 1.48 0.493
```
Positions in Å, forces in eV/Å.

---

Entry 3:
The following is a DFT calculation (ωB97M-V/def2-TZVPD) of a molecular structure, C44H50AsInN6O.

For the HOMO energy, the calculation gives -12.912 eV. Its net charge is +2. The calculation puts the energy above the lowest of the compared OMol25 structures with the same formula, charge and spin at 0.0 kJ/mol. The LUMO energy is -6.74 eV. The value obtained for the HOMO-LUMO gap is 6.17 eV.

XYZ file:
```
103
Properties=species:S:1:pos:R:3:forces:R:3:nbo_charge:R:1
In 0.1799 -1.2432 0.9826 0.07 -0.29 0.26 0.818
N 0.9782 -2.5703 4.5280 -0.04 0.11 -0.25 -0.562
C 1.1591 -3.5421 3.5486 -0.10 0.09 -0.09 0.405
C 1.6837 -4.7684 3.9869 0.06 -0.07 0.05 -0.263
C 1.8810 -5.7835 3.0842 -0.01 0.05 0.07 -0.113
C 1.5462 -5.5764 1.7466 0.02 -0.07 -0.05 -0.270
C 1.0528 -4.3471 1.3999 -0.07 0.13 -0.01 0.051
N 0.8587 -3.3293 2.2658 -0.06 0.04 0.10 -0.593
C 0.3691 -1.3222 4.5499 -0.01 -0.16 -0.04 0.399
C 0.2268 -0.6980 5.7997 0.04 -0.04 0.10 -0.261
C -0.4109 0.5155 5.8776 0.02 -0.06 -0.02 -0.115
C -0.9028 1.1036 4.7109 -0.02 0.07 0.01 -0.257
C -0.6903 0.4417 3.5308 0.05 -0.02 0.10 0.051
N -0.0607 -0.7475 3.4349 -0.22 0.08 -0.40 -0.598
H 1.2285 -2.8945 5.4441 0.07 -0.05 0.14 0.410
H 1.9280 -4.9052 5.0334 -0.01 0.00 -0.03 0.230
H 2.2898 -6.7314 3.4096 -0.03 0.03 0.02 0.243
H 1.6727 -6.3548 1.0069 -0.01 0.07 0.01 0.243
H 0.7873 -4.1371 0.3671 0.02 0.02 0.03 0.195
H 0.6134 -1.1806 6.6901 -0.04 0.03 -0.05 0.231
H -0.5313 1.0067 6.8347 -0.01 -0.04 -0.02 0.243
H -1.4288 2.0482 4.7325 0.04 -0.05 -0.03 0.242
H -1.0279 0.8717 2.5919 0.00 0.01 0.00 0.193
C 5.7011 6.0119 1.0661 -0.04 -0.02 0.01 -0.644
C 4.9356 4.7649 0.7382 -0.03 0.00 0.02 0.083
C 5.5739 3.6148 0.2835 0.08 0.08 0.04 -0.231
C 4.8626 2.4920 -0.0975 -0.03 -0.23 -0.07 0.022
C 5.5982 1.2337 -0.4848 -0.01 0.11 -0.02 -0.661
C 3.4569 2.5581 -0.0594 -0.04 -0.15 0.09 -0.320
As 2.5477 1.2587 -1.1205 0.10 0.22 -0.52 1.623
N 0.8757 1.4803 -1.1599 -0.15 0.26 0.36 -0.799
C -0.0046 1.1961 -2.1899 0.01 -0.07 -0.33 0.149
C -1.3156 0.8147 -1.8641 0.14 0.03 0.10 -0.196
C -2.2565 0.6391 -2.8576 -0.12 -0.07 -0.07 -0.213
C -1.9251 0.8690 -4.1899 0.05 0.01 0.03 -0.149
C -0.6387 1.2769 -4.5242 0.01 -0.09 0.00 -0.205
C 0.3198 1.4250 -3.5391 -0.03 -0.01 0.11 -0.215
C 3.3285 0.6074 -2.7782 0.02 0.01 0.19 -0.431
C 3.1964 -0.7570 -3.0498 -0.02 0.00 0.07 0.109
C 2.6984 -1.7533 -2.0343 -0.02 0.13 -0.18 -0.656
C 3.5244 -1.1963 -4.3259 0.06 0.06 -0.06 -0.244
C 3.9915 -0.3236 -5.3031 -0.03 -0.11 -0.02 0.073
C 4.3047 -0.8108 -6.6898 0.02 0.04 0.04 -0.644
C 4.1608 1.0184 -4.9713 0.01 0.08 -0.05 -0.225
C 3.8355 1.5146 -3.7191 0.04 0.12 0.10 0.014
C 4.0549 2.9756 -3.4166 0.00 -0.11 -0.12 -0.646
C 2.7774 3.6428 0.5420 0.04 -0.03 -0.05 0.023
C 1.3014 3.6837 0.8221 0.12 0.01 -0.15 -0.634
C 3.5522 4.7325 0.9074 0.04 -0.01 0.01 -0.222
H 6.7769 5.8524 1.0366 -0.02 -0.02 0.01 0.231
H 5.4259 6.3876 2.0520 0.03 -0.01 0.00 0.240
H 5.4512 6.7927 0.3448 0.03 0.00 0.01 0.244
H 6.6562 3.5907 0.2281 -0.02 0.00 0.01 0.229
H 6.6732 1.3986 -0.4680 0.00 0.02 0.00 0.248
H 5.3314 0.8797 -1.4818 0.11 0.00 0.06 0.234
H 5.3767 0.4373 0.2287 0.00 -0.03 -0.01 0.230
H -1.5710 0.6641 -0.8245 -0.03 0.03 0.03 0.216
H -3.2662 0.3430 -2.5974 0.07 0.00 0.00 0.227
H -2.6723 0.7501 -4.9637 0.01 0.01 0.03 0.232
H -0.3810 1.4811 -5.5559 -0.03 0.01 0.04 0.234
H 1.3102 1.7768 -3.7905 -0.06 0.00 -0.07 0.220
H 2.9443 -1.4495 -1.0161 -0.01 -0.03 0.10 0.208
H 3.1489 -2.7299 -2.2044 0.00 0.00 -0.01 0.245
H 1.6142 -1.8645 -2.1119 -0.04 0.00 0.07 0.232
H 3.4091 -2.2481 -4.5636 0.03 0.02 0.01 0.224
H 4.1713 -1.8878 -6.7720 0.01 0.02 -0.01 0.227
H 5.3319 -0.5669 -6.9664 -0.03 -0.01 0.02 0.240
H 3.6502 -0.3263 -7.4172 0.02 -0.02 0.01 0.238
H 4.5482 1.7064 -5.7169 -0.02 -0.04 0.03 0.230
H 3.9457 3.5764 -4.3184 -0.01 -0.02 0.01 0.246
H 5.0665 3.1393 -3.0382 -0.02 0.00 0.05 0.241
H 3.3580 3.3565 -2.6710 -0.04 0.09 0.00 0.210
H 0.9642 2.7626 1.2921 -0.05 -0.05 0.00 0.223
H 0.7300 3.8112 -0.0972 -0.06 -0.04 -0.05 0.243
H 1.0767 4.5196 1.4814 0.02 -0.01 -0.01 0.235
H 3.0565 5.5944 1.3409 0.01 -0.04 0.00 0.228
C -8.5626 -0.7564 2.9475 0.06 0.00 -0.04 -0.618
C -7.5821 0.2135 2.2997 -0.03 -0.16 0.09 -0.219
N -6.6103 -0.4667 1.4340 0.10 -0.01 -0.05 -0.421
C -6.7713 -0.3118 -0.0128 -0.16 -0.06 0.11 -0.205
C -8.0396 -0.9616 -0.5513 0.06 0.00 0.01 -0.620
C -5.5621 -1.0675 2.0411 -0.12 0.05 -0.09 0.655
O -5.3712 -1.0418 3.2475 0.04 0.02 -0.05 -0.609
C -4.5736 -1.8300 1.1895 -0.08 -0.03 0.06 -0.128
C -4.8513 -3.0833 0.6603 -0.05 0.04 -0.10 -0.133
C -3.8531 -3.7664 -0.0192 -0.01 -0.04 0.00 -0.222
C -2.6013 -3.1855 -0.1226 0.00 0.10 0.02 0.032
N -2.3150 -1.9939 0.4116 0.08 -0.07 0.33 -0.528
C -3.2847 -1.3432 1.0587 0.14 0.06 -0.10 0.054
H -9.2680 -0.2121 3.5764 0.02 -0.02 -0.01 0.227
H -8.0204 -1.4663 3.5727 -0.05 0.02 0.00 0.225
H -9.1279 -1.3097 2.1963 0.00 0.02 0.03 0.206
H -7.0274 0.7381 3.0760 0.01 0.08 -0.01 0.225
H -8.1057 0.9470 1.6877 0.02 0.03 -0.02 0.201
H -5.9054 -0.7346 -0.5118 0.14 -0.03 -0.01 0.201
H -6.7867 0.7586 -0.2401 0.04 -0.01 0.02 0.199
H -8.0591 -2.0294 -0.3224 -0.03 0.05 0.00 0.210
H -8.0836 -0.8416 -1.6354 -0.01 0.00 0.05 0.225
H -8.9320 -0.4977 -0.1294 0.02 -0.06 0.00 0.220
H -5.8355 -3.5221 0.7802 0.03 0.04 -0.03 0.241
H -4.0399 -4.7405 -0.4535 0.02 0.06 0.03 0.241
H -1.7943 -3.6852 -0.6481 -0.02 -0.01 0.02 0.200
H -3.0221 -0.3826 1.4969 -0.03 -0.07 0.00 0.200
```
Positions in Å, forces in eV/Å.

---

Entry 4:
The following is a DFT calculation (ωB97M-V/def2-TZVPD) of a molecular structure, CuH12O6.

For the HOMO energy (alpha / beta), the calculation gives -20.351 / -20.072 eV. Its expectation value of S² is 0.751. Its net charge is +2. The calculation puts the energy above the lowest of the compared OMol25 structures with the same formula, charge and spin at 0.0 kJ/mol. The LUMO energy (alpha / beta) is -7.18 / -10.06 eV. The value obtained for the HOMO-LUMO gap (alpha / beta) is 13.17 / 10.01 eV. As for the multiplicity: 2.

XYZ file:
```
19
Properties=species:S:1:pos:R:3:forces:R:3:nbo_charge:R:1
Cu -0.0079 -0.0304 -0.0684 0.14 0.10 -0.14 1.629
O 0.0383 -1.1924 1.7186 0.22 -0.76 0.81 -1.014
H 0.2653 -2.0515 2.1361 -0.08 0.37 -0.65 0.538
H -0.1711 -0.6492 2.4831 -0.18 0.27 0.27 0.512
O -0.3354 1.4227 -1.6650 1.78 0.48 0.72 -1.014
H 0.2227 2.2372 -1.7682 -1.02 -0.97 -0.22 0.533
H -1.1543 1.5191 -2.1313 -0.69 0.47 -0.61 0.523
O 1.3988 1.2163 0.8936 -0.69 -0.72 -0.16 -0.985
H 1.7102 2.0411 0.5259 0.24 0.48 -0.02 0.527
H 1.7398 1.1296 1.7934 -0.01 0.08 -0.06 0.534
O 1.6876 -1.0303 -0.8052 -0.50 0.08 0.31 -0.992
H 2.0907 -1.1719 -1.6541 0.11 0.05 -0.98 0.528
H 2.3240 -1.3863 -0.1907 0.38 -0.16 0.63 0.521
O -1.2065 -1.3398 -1.0671 0.64 1.29 -1.71 -0.958
H -1.0325 -1.2505 -2.0579 -0.46 -0.44 1.69 0.533
H -1.1357 -2.2705 -0.8506 0.01 -0.56 0.06 0.533
O -1.7135 0.8871 0.8471 -1.58 -0.35 0.72 -0.993
H -2.3742 0.4118 1.4110 1.06 -0.06 -0.28 0.523
H -2.3463 1.5079 0.4497 0.64 0.35 -0.38 0.523
```
Positions in Å, forces in eV/Å.

---

Entry 5:
The following is a DFT calculation (ωB97M-V/def2-TZVPD) of C5H8O in the gas phase.

For the HOMO energy, the calculation gives -10.002 eV. The calculation puts the energy above the lowest of the compared OMol25 structures with the same formula, charge and spin at 223.5 kJ/mol. The LUMO energy is 0.90 eV. The value obtained for the HOMO-LUMO gap is 10.90 eV.

XYZ file:
```
14
Properties=species:S:1:pos:R:3:forces:R:3:nbo_charge:R:1
O -1.3377 -0.8784 1.3802 0.01 -0.40 -0.15 -0.697
C -0.4766 -0.3333 0.4372 0.04 0.11 -0.14 0.266
C -0.4294 1.1776 0.1903 -0.10 0.28 0.12 -0.407
C 0.6371 0.5652 -0.7398 0.25 0.20 -0.24 -0.209
C 1.0658 -0.3583 0.4226 0.21 -0.08 0.19 -0.419
C -0.4030 -0.4998 -1.1364 -0.17 -0.16 -0.11 -0.408
H -0.8453 -1.4174 2.0106 -0.02 0.05 -0.23 0.479
H -0.0841 1.7916 1.0267 0.03 -0.07 -0.09 0.196
H -1.3268 1.5881 -0.2841 0.22 0.05 0.03 0.198
H 1.3161 1.1003 -1.4005 -0.15 -0.08 0.01 0.214
H 1.5383 -1.3055 0.1343 -0.09 0.17 0.07 0.196
H 1.5857 0.1186 1.2603 -0.14 -0.02 -0.06 0.197
H -1.2509 -0.1326 -1.7263 0.06 -0.08 0.25 0.199
H 0.0109 -1.4163 -1.5750 -0.15 0.03 0.35 0.197
```
Positions in Å, forces in eV/Å.

---

Entry 6:
The following is a DFT calculation (ωB97M-V/def2-TZVPD) of 8 unconnected molecules or ions with the total composition C24H40BrN15O9.

For the HOMO energy, the calculation gives -9.155 eV. Its structure (SMILES) is CC(C)=Nc1ccc2c(c1)C(=O)c1c(Br)cccc1C2=O.NC(N)=O.NC(N)=O.NC(N)=O.NC(N)=O.NC(N)=O.NC(N)=O.NC(N)=O. The LUMO energy is -0.62 eV. The value obtained for the HOMO-LUMO gap is 8.54 eV.

XYZ file:
```
89
Properties=species:S:1:pos:R:3:forces:R:3:mulliken_charge:R:1
C 3.6154 -1.7455 -1.8480 0.12 0.05 -0.12 -1.361
C 4.2534 -0.3719 -1.6673 0.61 0.08 -0.39 1.116
C 5.6211 -0.1681 -2.3218 -0.26 -0.76 0.46 -1.353
N 3.7568 0.5940 -0.9919 -0.72 -0.62 -0.49 -0.418
C 2.4107 0.3572 -0.5483 1.24 0.35 -0.10 -0.741
C 2.2054 -0.2564 0.6760 0.16 -0.35 0.56 -0.796
C 0.9219 -0.5310 1.1172 -0.03 0.23 0.06 -1.171
C -0.1177 -0.1625 0.2904 -1.52 -0.33 0.31 0.828
C 0.0920 0.4795 -0.9210 -0.62 -0.05 -0.49 0.538
C 1.3656 0.7594 -1.3633 -0.23 0.41 0.19 -0.154
C -1.1251 0.8349 -1.7412 -0.24 -0.51 0.08 -0.167
O -1.2273 1.9115 -2.2882 -0.10 -0.46 -0.08 -0.613
C -2.2127 -0.2716 -1.7535 0.94 1.18 -0.83 1.114
C -2.9371 -0.6706 -2.8963 0.65 0.66 0.98 -0.142
Br -2.6506 0.1872 -4.5828 -0.39 -0.36 0.45 -0.183
C -3.8467 -1.6982 -2.7696 -0.26 0.24 -1.22 -0.041
C -4.0298 -2.3050 -1.5444 -0.57 -0.83 0.33 -0.836
C -3.3308 -1.9258 -0.4220 0.23 0.19 0.55 -0.936
C -2.4100 -0.8971 -0.5311 0.29 0.12 0.38 0.618
C -1.5618 -0.4437 0.6478 0.06 0.09 -0.12 -0.220
O -2.0256 -0.2932 1.7617 0.32 -0.36 -0.44 -0.617
H 4.2228 -2.3553 -2.5261 -0.13 0.14 0.23 0.458
H 3.5724 -2.2456 -0.8705 -0.04 0.06 -0.23 0.329
H 2.6012 -1.7103 -2.2617 0.16 0.22 0.19 0.274
H 5.5529 0.5044 -3.1842 0.04 -0.04 0.33 0.374
H 5.9902 -1.1405 -2.6713 0.04 0.30 0.04 0.426
H 6.3235 0.2045 -1.5674 -0.11 0.21 -0.33 0.318
H 3.0677 -0.5492 1.2724 -0.14 0.12 -0.10 0.646
H 0.6938 -1.0176 2.0636 0.26 0.05 -0.15 0.829
H 1.5355 1.2676 -2.3061 0.08 -0.15 0.17 0.694
H -4.3779 -2.0135 -3.6749 0.17 -0.07 0.61 0.319
H -4.7349 -3.1302 -1.4495 0.10 0.20 -0.19 0.380
H -3.4510 -2.4213 0.5392 -0.13 0.09 -0.22 0.472
N 0.5316 0.6771 -5.4512 0.26 0.17 0.21 -0.297
C 1.7675 0.1692 -5.1955 -0.21 -0.07 -0.36 0.436
N 2.2854 -0.6154 -6.1859 0.17 -0.10 0.05 -0.432
O 2.3751 0.3878 -4.1568 0.16 0.03 -0.02 -0.322
H 0.0238 0.4937 -6.2948 -0.01 -0.04 0.02 0.148
H 0.1136 1.2614 -4.7482 -0.06 -0.02 -0.03 0.161
H 3.1950 -1.0090 -6.0308 -0.01 0.02 -0.02 0.221
H 1.8095 -0.8131 -7.0452 -0.02 0.03 0.01 0.147
N 0.8380 -0.5761 6.9880 0.04 -0.06 0.23 -0.359
C 1.1578 -0.3005 5.6947 -0.31 -0.20 0.11 0.664
N 0.1101 0.1127 4.9243 0.09 0.20 -0.21 -0.273
O 2.2954 -0.4128 5.2562 0.00 0.13 -0.04 -0.678
H -0.0925 -0.4895 7.3627 -0.06 -0.12 -0.10 0.134
H 1.5803 -0.8837 7.5885 0.01 0.04 -0.02 0.229
H 0.3064 0.3260 3.9630 -0.09 -0.01 0.00 0.170
H -0.8294 0.2104 5.2649 0.00 -0.12 0.03 0.158
N -4.3458 2.3457 0.7197 -0.04 -0.03 0.09 -0.258
C -4.9444 3.0527 -0.2876 0.06 -0.02 -0.02 0.549
N -4.1749 3.2311 -1.4013 -0.09 0.06 -0.10 -0.278
O -6.0791 3.4887 -0.1956 0.01 -0.02 0.02 -0.668
H -3.4152 1.9776 0.6664 0.00 -0.01 0.01 0.145
H -4.8817 2.1941 1.5536 0.02 -0.02 -0.02 0.176
H -4.5892 3.7466 -2.1550 0.02 -0.01 0.00 0.174
H -3.2433 2.8763 -1.5094 0.09 -0.04 -0.05 0.199
N -6.2125 -3.0793 -6.5472 -0.06 0.08 0.11 -0.355
C -4.9632 -3.5602 -6.2840 -0.06 -0.01 -0.09 0.630
N -4.4220 -4.3361 -7.2667 0.16 -0.07 -0.01 -0.428
O -4.3706 -3.3149 -5.2444 -0.08 -0.12 -0.19 -0.632
H -6.7151 -3.2687 -7.3931 0.03 -0.01 0.00 0.172
H -6.6403 -2.5043 -5.8451 0.00 0.00 -0.03 0.208
H -3.5038 -4.7060 -7.1043 -0.02 0.01 0.01 0.218
H -4.8887 -4.5511 -8.1269 -0.03 0.02 0.02 0.156
N -3.2856 -2.9413 9.0845 -0.10 0.12 0.05 -0.400
C -2.3834 -2.6984 8.0909 0.02 -0.15 0.03 0.630
N -1.5853 -3.7545 7.7597 0.13 0.02 -0.11 -0.359
O -2.2956 -1.6138 7.5373 0.12 0.17 -0.01 -0.637
H -3.3750 -3.8229 9.5521 0.02 -0.01 -0.03 0.158
H -3.8876 -2.1844 9.3515 0.01 -0.01 -0.01 0.223
H -0.9102 -3.6076 7.0314 -0.01 0.01 0.01 0.223
H -1.6392 -4.6529 8.1998 -0.03 0.02 0.02 0.164
N 3.0524 2.3935 6.5460 -0.05 0.04 0.08 -0.252
C 2.8761 3.7434 6.6116 0.06 -0.10 0.04 0.523
N 1.7931 4.2151 5.9187 -0.11 0.16 -0.03 -0.328
O 3.6220 4.4780 7.2370 -0.05 0.03 -0.02 -0.661
H 2.4479 1.7756 6.0359 0.18 -0.07 -0.08 0.178
H 3.8353 2.0096 7.0404 0.00 -0.01 -0.05 0.177
H 1.6299 5.2041 5.9426 0.02 -0.02 0.00 0.199
H 1.1681 3.6296 5.3982 0.04 -0.04 0.01 0.161
N 5.6922 3.8439 -1.9440 0.16 0.07 0.17 -0.312
C 5.2898 3.7092 -3.2440 -0.08 -0.02 -0.03 0.476
N 4.4241 2.6797 -3.4619 -0.09 -0.05 -0.12 -0.207
O 5.6764 4.4500 -4.1337 0.04 -0.01 0.05 -0.684
H 5.3826 3.2416 -1.2024 -0.08 -0.04 -0.08 0.205
H 6.3302 4.5890 -1.7365 -0.02 -0.01 -0.02 0.198
H 4.0979 2.5363 -4.3993 -0.05 0.01 0.04 0.081
H 4.1014 2.0644 -2.7334 -0.08 0.08 0.03 0.141
```
Positions in Å, forces in eV/Å.

---

| no. | maximum force (hartree/bohr) |
| --- | --- |
| 1 | 0.0811 |
| 2 | 0.2501 |
| 3 | 0.0111 |
| 4 | 0.0434 |
| 5 | 0.0082 |
| 6 | 0.0336 |